1.
{"formula": "C31H31BF4O3", "method": "ωB97M-V/def2-TZVPD", "symbols": ["C", "C", "C", "O", "B", "C", "C", "C", "C", "C", "C", "C", "C", "C", "C", "C", "C", "F", "C", "O", "C", "C", "C", "H", "H", "H", "H", "H", "H", "H", "H", "H", "H", "H", "H", "H", "H", "H", "H", "H", "H", "H", "H", "H", "H", "C", "C", "C", "C", "C", "C", "C", "C", "C", "C", "F", "F", "F", "C", "C", "O", "H", "H", "H", "H", "H", "H", "H", "H", "H"], "coordinates": [[3.3975, -0.7094, -2.5371], [2.6689, -0.8493, -1.2070], [3.5549, -0.2440, -0.1129], [1.5480, 0.0448, -1.3145], [0.3921, -0.7175, -1.3229], [-0.8525, 0.0605, -1.8124], [-0.4080, 1.3426, -2.5136], [0.3060, 1.2070, -3.7192], [0.7981, 2.3159, -4.3990], [0.5121, 3.6091, -3.9460], [-0.1720, 3.7583, -2.7425], [-0.5551, 2.6307, -1.9996], [-2.2527, -0.0322, -1.2619], [-2.8472, -1.3065, -1.1546], [-4.2220, -1.4725, -1.0358], [-5.0440, -0.3456, -0.9478], [-4.4411, 0.9008, -0.8994], [-5.2259, 1.9947, -0.6332], [-3.0771, 1.0862, -1.0666], [0.5601, -2.0005, -0.8295], [1.9964, -2.2919, -0.9435], [2.0514, -3.2803, -2.1079], [2.5145, -2.9202, 0.3339], [4.2831, -1.3557, -2.5874], [2.7178, -0.8890, -3.3824], [3.7490, 0.3258, -2.6190], [4.4658, -0.8217, 0.0741], [3.8742, 0.7606, -0.4413], [3.0079, -0.1153, 0.8313], [-0.9020, -0.6866, -2.6486], [0.5212, 0.2198, -4.1218], [1.3966, 2.1925, -5.2987], [0.8542, 4.4877, -4.4940], [-0.3700, 4.7564, -2.3485], [-0.9048, 2.7690, -0.9804], [-2.2117, -2.1911, -1.2002], [-4.6742, -2.4680, -1.0724], [-6.1206, -0.4283, -0.9183], [-2.7029, 2.0968, -0.9973], [3.0627, -3.5994, -2.3756], [1.4716, -4.1630, -1.8196], [1.5481, -2.8732, -2.9911], [3.5892, -3.1460, 0.2541], [2.3796, -2.2457, 1.1827], [1.9784, -3.8420, 0.5861], [1.3165, -2.5547, 4.9854], [1.5094, -1.4335, 4.0961], [2.3258, -0.3253, 4.1099], [1.9257, 0.4837, 3.0155], [0.8693, -0.1722, 2.3784], [-0.2617, 0.3111, 1.6988], [-0.3229, 1.6978, 1.3909], [-1.4504, 2.3990, 1.7830], [-2.5217, 1.7019, 2.3412], [-3.5771, 2.5261, 3.0321], [-4.6928, 1.8083, 3.3349], [-3.1163, 3.0781, 4.2018], [-3.9822, 3.5722, 2.2385], [-2.6250, 0.3162, 2.1882], [-1.5083, -0.3909, 1.7974], [0.6972, -1.3933, 2.9998], [1.9987, -2.4586, 5.8319], [0.2896, -2.6067, 5.3695], [1.5465, -3.4814, 4.4506], [3.1063, -0.1173, 4.8338], [2.3139, 1.4555, 2.7490], [0.5584, 2.1830, 0.9633], [-1.5072, 3.4859, 1.7107], [-3.5668, -0.1780, 2.4005], [-1.5403, -1.4713, 1.6404]], "nbo_charge": [-0.6299, 0.2590, -0.6438, -0.7352, 1.2035, -0.6588, 0.0200, -0.1448, -0.2289, -0.2237, -0.2040, -0.2263, 0.0387, -0.1910, -0.2086, -0.3030, 0.4122, -0.3332, -0.2993, -0.7359, 0.2406, -0.6263, -0.6285, 0.2102, 0.2117, 0.2240, 0.2105, 0.2207, 0.2309, 0.2622, 0.1919, 0.2113, 0.2144, 0.2131, 0.2139, 0.2118, 0.2192, 0.2296, 0.2394, 0.2151, 0.2237, 0.2115, 0.2163, 0.2266, 0.2205, -0.6603, 0.3142, -0.3187, -0.2500, 0.2198, -0.0828, -0.1563, -0.2105, -0.1678, 0.9775, -0.3254, -0.3305, -0.3330, -0.2019, -0.1298, -0.4194, 0.2310, 0.2354, 0.2308, 0.2318, 0.2319, 0.2244, 0.2356, 0.2408, 0.2318], "smiles": "CC1(C)OB([C@H](c2ccccc2)c2cccc(F)c2)OC1(C)C.Cc1ccc(-c2ccc(C(F)(F)F)cc2)o1", "e_homo_ev": -7.60, "e_above_lowest_kcal_mol": 24.4, "multiplicity": 1, "charge": 0, "gap_ev": 7.47}

---

2.
{"formula": "C34H59F12NO12", "method": "ωB97M-V/def2-TZVPD", "symbols": ["C", "C", "N", "C", "C", "C", "C", "H", "H", "H", "H", "H", "H", "H", "H", "H", "H", "H", "H", "H", "H", "H", "C", "C", "O", "C", "O", "C", "F", "F", "F", "H", "H", "H", "H", "H", "C", "C", "O", "C", "O", "C", "F", "F", "F", "H", "H", "H", "H", "H", "C", "C", "O", "C", "O", "C", "F", "F", "F", "H", "H", "H", "H", "H", "C", "C", "O", "C", "O", "C", "F", "F", "F", "H", "H", "H", "H", "H", "C", "C", "O", "C", "H", "H", "H", "H", "H", "H", "C", "C", "O", "C", "H", "H", "H", "H", "H", "H", "C", "C", "O", "C", "H", "H", "H", "H", "H", "H", "C", "C", "O", "C", "H", "H", "H", "H", "H", "H"], "coordinates": [[6.9825, -4.0948, 0.1324], [5.8119, -3.0635, 0.2696], [5.5895, -2.3341, -0.9771], [5.2784, -3.1959, -2.1212], [4.1022, -4.1736, -1.9890], [4.4965, -1.3141, -0.8510], [4.5684, -0.4034, 0.4118], [6.7055, -4.9373, -0.5013], [7.1615, -4.4503, 1.1472], [7.8736, -3.5846, -0.2333], [4.9322, -3.5706, 0.6658], [5.9319, -2.4846, 1.1853], [5.1546, -2.6700, -3.0679], [6.1092, -3.8901, -2.2481], [3.5254, -4.1387, -2.9132], [4.3464, -5.2226, -1.8216], [3.3981, -3.8248, -1.2335], [3.5462, -1.8479, -0.8637], [4.2671, -0.6837, -1.7101], [3.7742, 0.3432, 0.4089], [5.5576, 0.0447, 0.5046], [4.5473, -1.0446, 1.2931], [3.5260, 3.0793, -5.4991], [3.3320, 2.0944, -4.3215], [3.0881, 2.9513, -3.1650], [2.8675, 2.4612, -1.9711], [2.5950, 1.2986, -1.6959], [2.6788, 3.6075, -0.9014], [3.2886, 3.3087, 0.2544], [3.1079, 4.7897, -1.3690], [1.4075, 3.6607, -0.6671], [2.5873, 3.6056, -5.6719], [3.6379, 2.5265, -6.4318], [4.1662, 3.9360, -5.2887], [4.2081, 1.4775, -4.1214], [2.4397, 1.4719, -4.3873], [-0.6263, -4.0526, 2.1266], [-0.8129, -5.4425, 2.6759], [-2.2100, -5.5986, 2.7526], [-2.7748, -6.5655, 3.5195], [-2.2270, -7.2890, 4.3901], [-4.2651, -6.5654, 3.6077], [-4.8029, -5.5475, 2.8514], [-4.7961, -7.7795, 3.2037], [-4.7281, -6.3091, 4.8669], [-1.2709, -3.3509, 2.6559], [-0.8786, -4.0255, 1.0665], [0.4163, -3.7421, 2.1959], [-0.3632, -5.4739, 3.6683], [-0.4449, -6.0867, 1.8773], [-1.2247, 5.0543, -0.4172], [-2.6497, 5.4260, -0.0203], [-3.2704, 6.3837, -0.8300], [-4.1428, 5.9627, -1.8131], [-4.1513, 4.8228, -2.2734], [-5.1574, 7.0195, -2.2619], [-4.7096, 7.7085, -3.3093], [-6.3837, 6.5127, -2.5385], [-5.2831, 7.8910, -1.2215], [-0.7935, 4.2223, 0.1397], [-0.6181, 5.9316, -0.1928], [-1.1745, 4.7731, -1.4691], [-2.5855, 5.8564, 0.9791], [-3.3541, 4.6117, 0.1496], [-7.1378, 1.9072, 4.3949], [-6.9839, 0.5078, 3.6825], [-5.5937, 0.2457, 3.8059], [-4.6788, 0.7611, 2.8711], [-5.0416, 1.1537, 1.7456], [-3.2077, 0.4000, 3.1317], [-3.0036, 0.0385, 4.4236], [-2.8488, -0.5702, 2.3145], [-2.4994, 1.5040, 2.9879], [-7.0303, 1.8898, 5.4794], [-8.1245, 2.2896, 4.1335], [-6.3634, 2.5969, 4.0590], [-7.4376, 0.2506, 2.7254], [-7.5266, -0.2072, 4.3008], [3.5721, -2.2690, 3.6981], [5.0097, -2.7773, 4.0445], [5.2787, -3.9678, 4.0498], [6.0983, -1.7135, 4.4091], [3.3504, -2.0223, 2.6598], [3.5498, -1.3207, 4.2351], [2.7760, -2.8996, 4.0940], [5.8318, -0.9101, 5.0959], [6.4325, -1.2028, 3.5060], [7.0085, -2.1834, 4.7816], [-1.9015, 1.4670, -5.6688], [-1.2535, 1.3123, -4.2791], [-0.7197, 0.2138, -3.9530], [-1.0724, 2.5028, -3.2977], [-2.3381, 2.4623, -5.7510], [-2.6888, 0.7152, -5.7244], [-1.2072, 1.3227, -6.4965], [-1.3064, 3.4189, -3.8401], [-0.0079, 2.3992, -3.0874], [-1.6150, 2.4268, -2.3554], [0.6172, -0.2925, 1.8946], [0.1461, 0.5267, 0.7967], [-0.2835, 1.7143, 0.9122], [0.0171, -0.0867, -0.5742], [1.0118, 0.2384, 2.7610], [1.4506, -0.9593, 1.6732], [-0.2811, -0.8272, 2.2033], [0.8997, -0.6429, -0.8901], [-0.1029, 0.7032, -1.3157], [-0.8310, -0.7712, -0.5866], [-3.3322, -0.3674, -1.8147], [-4.5195, 0.3844, -2.4169], [-5.3331, -0.1705, -3.1427], [-4.6281, 1.8505, -1.9600], [-3.1817, -1.1991, -2.5031], [-3.6603, -0.7037, -0.8312], [-2.4791, 0.2805, -1.6136], [-4.8056, 1.6603, -0.9016], [-5.5412, 2.3377, -2.3022], [-3.7908, 2.5075, -2.1955]], "mulliken_spin": [0.0208, 0.0442, 0.6993, -0.0199, 0.0815, 0.0473, 0.0146, 0.0003, -0.0044, -0.0022, 0.0480, 0.0006, 0.0078, 0.0138, 0.0022, 0.0005, -0.0029, 0.0438, 0.0105, -0.0028, -0.0001, -0.0075, 0.0000, -0.0001, 0.0002, 0.0001, 0.0012, -0.0001, 0.0000, 0.0000, 0.0000, 0.0000, 0.0000, 0.0000, 0.0004, 0.0000, -0.0002, 0.0000, 0.0000, 0.0000, 0.0000, 0.0000, 0.0000, 0.0000, 0.0000, 0.0000, 0.0000, 0.0001, 0.0000, 0.0000, 0.0000, 0.0000, 0.0000, 0.0000, 0.0000, 0.0000, 0.0000, 0.0000, 0.0000, 0.0000, 0.0000, 0.0000, 0.0000, 0.0000, 0.0000, 0.0000, 0.0000, 0.0000, 0.0000, 0.0000, 0.0000, 0.0000, 0.0000, 0.0000, 0.0000, 0.0000, 0.0000, 0.0000, -0.0056, 0.0018, -0.0003, -0.0001, 0.0038, 0.0001, -0.0001, 0.0000, 0.0002, 0.0000, 0.0000, 0.0000, 0.0000, 0.0000, 0.0000, 0.0000, 0.0000, 0.0000, 0.0000, 0.0000, -0.0004, -0.0006, 0.0002, -0.0010, 0.0000, 0.0021, 0.0001, 0.0020, 0.0009, 0.0000, 0.0000, 0.0000, 0.0000, 0.0000, 0.0000, 0.0000, 0.0000, 0.0000, 0.0000, 0.0000], "e_homo_ev": [-10.67, -10.67], "multiplicity": 2, "charge": 1, "gap_ev": [8.19, 3.27]}

---

3.
{"formula": "C9H21Cl2O5P2Yb", "method": "ωB97M-V/def2-TZVPD", "symbols": ["C", "C", "H", "H", "H", "O", "Cl", "Yb", "P", "C", "C", "H", "H", "H", "C", "H", "H", "H", "H", "H", "H", "C", "O", "Cl", "C", "O", "P", "O", "C", "O", "C", "H", "H", "H", "H", "H", "H", "H", "H", "H"], "coordinates": [[0.5405, -3.9611, -1.5230], [0.4357, -2.6759, -0.7417], [-0.3239, -4.0936, -2.1666], [0.5562, -4.8041, -0.8072], [1.4722, -3.9662, -2.1055], [-0.5662, -2.0623, -0.3989], [2.0352, -1.9429, -0.4514], [0.4521, 1.1095, 1.1482], [-0.1400, 0.8202, -2.2632], [-1.5572, 1.5131, -3.1993], [1.1593, 2.0685, -2.6068], [1.3995, -0.7838, -3.2258], [0.4035, 0.0118, -4.4857], [-0.3002, -1.2703, -3.4632], [0.3959, -0.4273, -3.4807], [2.1471, 1.6611, -2.3604], [1.1220, 2.3346, -3.6670], [-1.2596, 1.7034, -4.2362], [-1.8785, 2.4387, -2.7116], [0.9530, 2.9330, -1.9670], [-2.3836, 0.7911, -3.1817], [-1.7535, 0.6507, -0.0298], [-2.8982, 0.6860, -0.1407], [-0.3998, 3.2769, 0.3260], [1.2874, -1.9109, 2.9205], [1.0881, -0.4707, 2.8453], [0.9234, 0.5135, 4.2337], [0.0663, -0.4188, 5.2028], [-1.3160, -0.8612, 5.1579], [-0.2105, 1.4471, 3.2760], [-1.0821, 2.4800, 3.7655], [2.2371, -2.1349, 2.4300], [0.4662, -2.3980, 2.3887], [1.3185, -2.2560, 3.9609], [-1.5803, -1.3627, 4.2173], [-1.4037, -1.5808, 5.9794], [-1.9714, -0.0064, 5.3487], [-1.9894, 2.0470, 4.1875], [-0.5999, 3.1197, 4.5104], [-1.3577, 3.0854, 2.9026]], "mulliken_spin": [0.0000, -0.0001, 0.0000, 0.0000, 0.0000, 0.0000, -0.0001, 0.9966, 0.0004, 0.0002, 0.0002, 0.0000, 0.0001, 0.0000, 0.0000, 0.0000, -0.0001, 0.0001, 0.0000, -0.0001, 0.0000, -0.0026, 0.0003, 0.0056, 0.0000, 0.0003, -0.0002, 0.0001, 0.0000, -0.0009, 0.0001, 0.0000, 0.0001, 0.0000, 0.0000, 0.0000, 0.0000, 0.0000, 0.0000, -0.0002], "e_homo_ev": [-15.12, -15.12], "multiplicity": 2, "charge": 2, "gap_ev": [7.34, 6.00]}

---

4.
{"formula": "C4H4N10O4ReSe", "method": "ωB97M-V/def2-TZVPD", "symbols": ["Re", "N", "C", "N", "N", "N", "N", "C", "N", "N", "N", "N", "H", "C", "C", "N", "H", "H", "H", "O", "Se", "O", "O", "O"], "coordinates": [[0.7704, 0.1698, -0.1605], [-2.0648, -0.3399, -2.2343], [-1.3927, -1.4236, -1.7758], [-1.6475, -2.6800, -2.0455], [-0.7682, -3.3843, -1.3125], [-0.0082, -2.6219, -0.6192], [-0.3576, -1.3415, -0.8870], [-1.7966, 0.9087, -1.7826], [-2.4250, 2.0148, -2.0946], [-1.8387, 2.9752, -1.3575], [-0.9000, 2.5078, -0.6239], [-0.8204, 1.1760, -0.8626], [-2.8047, -0.4687, -2.9071], [0.0421, -0.3386, 4.2724], [0.0587, -0.1979, 2.8436], [0.0592, -0.0986, 1.7009], [0.4148, -1.3262, 4.5450], [-0.9727, -0.2141, 4.6496], [0.6851, 0.4237, 4.7143], [4.4665, -0.1121, -1.1493], [3.3018, 0.8994, -0.8525], [2.5196, 0.5294, 0.6240], [1.8785, 0.5030, -1.7322], [3.6004, 2.4396, -0.9529]], "mulliken_spin": [0.9259, -0.0170, 0.0027, 0.0083, 0.0001, 0.0082, -0.0133, -0.0016, 0.0110, -0.0070, 0.0135, -0.0171, 0.0008, -0.0003, 0.1052, -0.0924, 0.0080, 0.0018, 0.0040, -0.0017, -0.0010, -0.0144, 0.0762, 0.0001], "e_homo_ev": [-9.56, -9.54], "e_above_lowest_kcal_mol": 12.3, "multiplicity": 2, "charge": 0, "gap_ev": [6.02, 6.43]}

---

Total energy
In order: -1849.9793, -3486.5416, -3493.0401, -3482.8656
Unit: hartree
Largest force on an atom
In order: 3.05, 5.61, 3.49, 2.93
Unit: eV/Å